Computed, not measured: a cluster of 5 separate species, C13H31Cl3N4O5 in total at a distorted geometry, with ωB97M-V/def2-TZVPD.

```
56
Properties=species:S:1:pos:R:3:forces:R:3
C -1.535048 4.247266 -2.491653 -0.05 0.26 -0.33
O -1.346488 3.043726 -3.261633 1.00 1.29 1.53
C -2.465108 2.210036 -3.412053 -0.56 0.11 -0.46
C -1.987248 0.798226 -3.449633 0.67 -0.16 -0.42
N -1.036528 0.583116 -4.554713 -1.45 0.80 1.57
C -0.362848 -0.657294 -4.353413 0.60 0.08 -2.87
C 0.776732 -0.669264 -5.441253 -0.39 -1.49 2.78
O 1.824142 0.121896 -4.822783 -0.56 0.62 -1.83
C 2.627652 0.929736 -5.699603 1.10 -0.60 1.09
H -2.068398 4.178086 -1.543573 -0.62 -0.84 -0.14
H -2.014028 5.020236 -3.092643 -0.27 -0.04 -0.14
H -0.619048 4.710646 -2.125173 0.66 -0.59 -0.67
H -2.907638 2.466106 -4.374703 -0.66 0.08 0.07
H -3.140618 2.298136 -2.561163 -0.34 0.31 -0.14
H -2.762678 0.036316 -3.529103 -0.47 0.29 -0.21
H -1.583608 0.646736 -2.448523 0.74 -0.31 0.21
H -0.435998 1.389816 -4.647993 0.38 -0.12 0.32
H -1.120238 -1.402714 -4.595933 0.17 -0.54 0.00
H 0.018472 -0.884964 -3.357993 0.34 0.30 0.17
H 0.403032 -0.476284 -6.446843 0.21 1.03 0.15
H 1.077372 -1.716594 -5.469953 0.69 -0.12 -0.16
H 2.353852 1.970936 -5.869993 -1.13 -0.19 -0.30
H 2.917662 0.396406 -6.604893 -0.31 0.13 -0.18
H 3.547752 1.083226 -5.135723 0.29 -0.28 0.02
Cl 1.250102 2.905646 2.911847 -0.14 0.13 -0.32
C -0.308218 2.675926 3.686757 -0.21 -0.05 0.43
Cl -1.072508 1.126996 3.132937 0.28 1.08 0.32
Cl -1.392368 4.111086 3.541757 0.51 -0.92 -0.21
H -0.063628 2.602716 4.746437 -0.43 -0.27 -0.23
C 2.013292 -2.919454 2.387587 -0.35 0.08 0.32
C 2.183152 -2.695724 3.861817 0.92 -0.24 -1.83
N 1.305482 -3.334894 4.619077 -1.53 -0.27 2.04
O 3.112722 -2.070084 4.308647 0.40 0.70 0.53
H 3.020372 -3.098144 2.010807 -0.38 0.11 -0.50
H 1.520302 -2.027044 2.002017 0.43 0.13 -0.37
H 1.310012 -3.735614 2.222117 0.34 -0.21 -0.29
H 0.434922 -3.718224 4.279547 0.33 0.16 -0.12
H 1.301812 -2.967104 5.559727 -0.16 -0.42 0.21
C 6.235912 0.689936 0.668807 -0.78 -0.40 0.09
C 5.538582 0.073936 -0.589363 4.80 -1.01 1.53
N 4.419092 0.630296 -0.907583 -2.49 1.33 -0.31
O 6.133682 -0.788174 -1.216243 -0.64 -0.10 -0.23
H 6.339562 1.771706 0.584277 0.23 0.00 -0.24
H 7.185362 0.204336 0.894297 -0.08 0.12 -0.47
H 5.625302 0.542386 1.559587 -0.26 -0.11 0.05
H 4.130132 1.355996 -0.267303 -0.61 -0.06 -0.69
H 3.969162 0.394246 -1.780473 -0.21 0.20 0.25
C -6.994528 -2.871874 5.251607 0.46 -1.25 0.36
C -6.045928 -2.104654 6.113367 -1.35 0.93 -2.12
N -4.744758 -2.291334 5.996707 3.20 -1.26 -1.11
O -6.452978 -1.247864 6.814687 -1.63 2.20 2.98
H -8.013788 -2.492224 5.322857 0.36 0.09 -0.06
H -6.922218 -3.832194 5.762147 -0.59 -0.56 -0.33
H -6.655748 -3.039354 4.229217 -0.05 0.17 0.00
H -4.398638 -2.489914 5.068877 0.02 -0.41 0.18
H -4.124808 -1.684894 6.514377 -0.43 0.11 0.10
```
Positions in Å, forces in eV/Å.

Calculated values
HOMO in eV: -8.795
Relative energy (zero: lowest compared OMol25 entry of this formula, charge and spin) in kcal per mole: 42.0
SMILES string: COCCNCCOC.ClC(Cl)Cl.CC(N)=O.CC(N)=O.CC(N)=O
E_LUMO in eV: -0.16
DFT total energy in eV: -67747.13914

Charges obtained by Mulliken population analysis, quoted in units of e: -0.8290, -0.2900, -0.5671, -0.6558, -0.3412, -0.6449, -0.6836, -0.2629, -0.7604, 0.3040, 0.3109, 0.2859, 0.2984, 0.4269, 0.3708, 0.3165, 0.3064, 0.4032, 0.3334, 0.4216, 0.3985, 0.2910, 0.3272, 0.2434, -0.0963, 0.0491, -0.1233, -0.1219, 0.2882, -0.7892, 0.5829, -0.4100, -0.6127, 0.2471, 0.2179, 0.3065, 0.2062, 0.2516, -1.0974, 0.7505, -0.3011, -0.6362, 0.3250, 0.2830, 0.3174, 0.1765, 0.1816, -0.8768, 0.5723, -0.4295, -0.5619, 0.2571, 0.2597, 0.3161, 0.2120, 0.2520



Computed, not measured: a cluster of 7 separate species, C13H31NO11Si in total at a distorted geometry, with ωB97M-V/def2-TZVPD.

```
57
Properties=species:S:1:pos:R:3:forces:R:3
C -1.708581 -5.638433 3.261621 1.40 0.93 -0.38
C -1.641310 -4.553137 2.082300 -0.38 -1.50 1.72
O -2.603651 -3.534161 2.442392 0.47 -0.43 -0.43
C -0.172019 -4.027757 2.069871 -0.33 -1.46 -0.18
O 0.154156 -3.171680 0.968596 -0.41 1.47 1.33
Si -0.014318 -1.516899 1.303248 1.12 -0.69 -0.71
C 0.714585 -0.943101 2.950906 -0.05 0.52 0.50
C 0.066383 0.467468 3.343182 0.31 -0.51 0.63
C 1.145070 1.562377 3.648968 0.22 0.71 0.12
N 0.749515 2.950641 3.737348 -0.70 -1.23 -0.60
O 2.308497 1.313371 3.859893 -0.74 -0.48 -0.53
O 0.915299 -0.693021 0.079070 -1.84 0.65 0.32
C 0.121892 -0.273845 -0.965791 -0.18 0.39 -1.10
O -0.407607 -1.077439 -1.703087 0.34 0.34 0.53
C -0.080057 1.240685 -1.275768 0.19 2.57 -0.27
C -0.384203 2.222283 -0.233598 0.25 -0.02 -0.66
C -0.617212 3.634422 -0.468961 0.31 -1.58 -1.75
C -0.538723 4.129891 -1.843814 0.23 -2.01 1.06
C -0.199837 3.195728 -2.902424 -0.02 -0.70 1.27
C 0.032090 1.768265 -2.648098 -0.80 1.14 1.51
H -2.615146 -6.284844 3.201945 0.79 0.49 0.10
H -1.644548 -5.063428 4.230446 -0.37 -0.68 -0.86
H -0.745179 -6.219788 3.210185 -1.24 0.02 0.10
H -1.950142 -5.108748 1.157583 0.50 0.93 0.37
H -3.307932 -4.001163 2.926532 0.34 0.47 -0.35
H 0.043400 -3.608718 3.086755 -0.17 -0.01 -0.88
H 0.485909 -4.940219 1.968218 -0.65 0.93 0.04
H -1.403582 -1.061089 1.079267 0.11 -0.01 0.10
H 1.835047 -0.870085 2.847867 -1.10 0.13 0.12
H 0.518196 -1.617895 3.818482 0.21 0.28 -0.89
H -0.701808 0.779691 2.591656 0.74 0.11 0.64
H -0.497633 0.317578 4.311341 0.45 0.26 -0.98
H 1.131652 3.448104 2.927647 0.01 0.05 0.58
H -0.264939 3.062762 3.775487 0.33 0.01 -0.30
H -0.438987 1.847741 0.814031 0.04 0.40 -0.93
H -0.870654 4.295302 0.395937 0.29 -0.64 -1.00
H -0.750101 5.210536 -2.009267 0.25 -1.05 -0.21
H -0.129408 3.559926 -3.956246 -0.10 -0.39 1.19
H 0.293674 1.113898 -3.509327 -0.22 0.52 0.92
O 3.020363 0.912111 -1.982674 -0.09 -0.16 -0.03
H 2.074937 1.017430 -1.806912 0.33 0.23 -0.08
H 3.133201 -0.043864 -2.041475 0.24 -0.02 0.05
O 2.174962 5.521821 -0.471853 -0.03 -0.06 -0.03
H 2.773759 4.781879 -0.626333 -0.03 0.06 0.01
H 1.366865 5.268282 -0.935181 0.16 -0.04 0.06
O 1.792333 0.255904 -4.785242 0.15 -0.25 -0.19
H 2.693230 0.536401 -4.580214 -0.11 0.06 0.18
H 1.873959 -0.689852 -4.954731 0.00 0.08 -0.03
O 3.307435 -2.371802 -2.979002 -0.30 0.05 -0.06
H 2.365609 -2.259821 -2.794793 0.04 -0.04 0.05
H 3.420475 -3.327031 -3.038444 0.08 0.09 0.04
O -3.546417 -1.536240 -1.225612 0.05 -0.06 0.09
H -2.644918 -1.248410 -1.035114 -0.05 -0.04 -0.17
H -3.457313 -2.479717 -1.397835 0.00 0.09 0.01
O -2.140257 4.444160 -5.034708 -0.14 0.14 -0.18
H -2.673238 5.246358 -4.995007 0.05 -0.06 0.04
H -2.362772 4.057175 -5.889265 0.05 -0.03 0.08
```
Positions in Å, forces in eV/Å.

Calculated values
HOMO in eV: -9.470
SMILES string: C[C@@H](O)CO[Si@@H](CCC(N)=O)OC(=O)c1ccccc1.O.O.O.O.O.O
E_LUMO in eV: 0.06
DFT total energy in eV: -45875.00754

Charges obtained by Mulliken population analysis, quoted in units of e: -1.3607, 0.5331, -0.5234, -0.5349, -0.4871, 0.2568, -0.7333, -0.6337, 0.4271, -0.5644, -0.4997, -0.0453, 0.4616, -0.5460, 0.0456, 0.0556, -0.4901, -0.8416, -0.4058, 0.1125, 0.3802, 0.3870, 0.3398, 0.1510, 0.2992, 0.2501, 0.3294, -0.1074, 0.4742, 0.4944, 0.3151, 0.3845, 0.2536, 0.2975, 0.0341, 0.3308, 0.4992, 0.4236, 0.3290, -0.7081, 0.3836, 0.3125, -0.6675, 0.3202, 0.3426, -0.5985, 0.3113, 0.2883, -0.6267, 0.3174, 0.2929, -0.6567, 0.2834, 0.3055, -0.5678, 0.2885, 0.2878



| no. | frontier orbital gap (eV) |
| --- | --- |
| 1 | 8.6 |
| 2 | 9.5 |